1.
Here is one molecule with the formula CH5N7 at a distorted geometry from the OMol25 dataset. Energies are from wB97M-V/def2-TZVPD.

Values from the calculation:
Frontier orbital gap   8.66 eV
Energy relative to the best compared isomer or geometry (same formula, charge and spin)   55.3 kcal/mol
Multiplicity   1

```
13
Properties=species:S:1:pos:R:3:nbo_charge:R:1
N -1.018 1.381 -0.061 -0.087
N 1.015 1.412 -1.528 -0.671
H 1.164 2.511 -1.018 0.403
N -0.289 0.692 -0.881 -0.125
N -0.863 -1.183 2.176 -0.603
N 1.003 -1.515 -0.525 -0.743
H -1.226 -1.958 1.651 0.377
H 0.140 -1.272 2.566 0.375
H 1.178 -1.404 -1.502 0.355
H 0.741 1.488 -2.693 0.391
N -1.321 0.796 1.076 0.005
C 0.156 -0.540 -0.193 0.495
N -0.680 -0.409 0.933 -0.172
```


2.
Here is a 2-piece molecular cluster, CH5NO overall at a distorted geometry from the OMol25 dataset. Energies are from wB97M-V/def2-TZVPD.

Values from the calculation:
Frontier orbital gap (alpha / beta)   4.36 / 8.17 eV
Energy relative to the best compared isomer or geometry (same formula, charge and spin)   7.8 kcal/mol
Charge   -1
Expectation value of S²   0.753
Multiplicity   2

```
8
Properties=species:S:1:pos:R:3:nbo_charge:R:1
H -1.568 -0.731 1.591 0.114
O 1.574 1.624 -0.503 -1.026
H 1.361 1.689 -1.410 0.440
N 0.141 -0.552 0.383 -0.974
H 0.546 -0.865 -0.488 0.297
H 0.909 1.040 -0.037 0.510
C -1.156 -0.854 0.596 -0.456
H -1.807 -1.351 -0.131 0.095
```


3.
Here is a 2-piece molecular cluster, CH5NO2S overall at a distorted geometry from the OMol25 dataset. Energies are from wB97M-V/def2-TZVPD.

Values from the calculation:
Frontier orbital gap   9.07 eV
Energy relative to the best compared isomer or geometry (same formula, charge and spin)   63.4 kcal/mol
Multiplicity   1

```
10
Properties=species:S:1:pos:R:3:nbo_charge:R:1
O 2.487 -0.595 0.589 -0.482
C 3.451 0.014 0.926 0.289
H -2.407 0.937 1.427 0.489
H -2.617 -0.958 -2.302 0.389
S -1.885 -0.604 -0.087 0.673
O -2.835 0.200 0.926 -0.880
H 4.554 -0.304 1.013 0.101
N -2.373 -0.184 -1.583 -1.041
H -1.724 0.440 -2.150 0.370
H 3.349 1.054 1.242 0.091
```


4.
Here is a 2-piece molecular cluster, CH5NO2S overall at a distorted geometry from the OMol25 dataset. Energies are from wB97M-V/def2-TZVPD.

Values from the calculation:
Frontier orbital gap   10.03 eV
Energy relative to the best compared isomer or geometry (same formula, charge and spin)   141.9 kcal/mol
Multiplicity   1

```
10
Properties=species:S:1:pos:R:3:nbo_charge:R:1
H -0.683 -0.798 -1.349 0.199
O -2.182 1.443 -0.264 -0.545
S 2.628 0.423 -0.080 -0.269
C -0.334 -0.910 -0.316 -0.213
H 3.412 -0.576 -0.469 0.135
N -0.683 -0.149 0.699 -0.023
H 0.320 -1.630 -0.057 0.185
H 2.028 -0.296 0.847 0.138
O -1.437 0.805 0.912 -0.072
H -3.068 1.689 0.076 0.466
```


5.
Here is a 2-piece molecular cluster, CH5NO2S2 overall at a distorted geometry from the OMol25 dataset. Energies are from wB97M-V/def2-TZVPD.

Values from the calculation:
Frontier orbital gap   9.43 eV
Energy relative to the best compared isomer or geometry (same formula, charge and spin)   96.9 kcal/mol
Multiplicity   1

```
11
Properties=species:S:1:pos:R:3:nbo_charge:R:1
H 0.649 2.001 0.567 0.400
O 1.224 -1.345 -0.058 -0.927
C -1.291 -0.187 -0.156 -0.775
S -1.062 -0.367 -1.907 0.004
H -1.934 0.644 0.209 0.267
N 1.160 1.225 0.100 -1.115
H -1.842 -1.572 0.570 0.227
H 0.067 -1.210 -1.806 0.189
S 0.447 -0.273 0.500 2.236
H 2.217 1.439 0.035 0.441
O 0.364 -0.355 1.945 -0.947
```


6.
Here is a 2-piece molecular cluster, CH5NO3P overall at a distorted geometry from the OMol25 dataset. Energies are from wB97M-V/def2-TZVPD.

Values from the calculation:
Frontier orbital gap (alpha / beta)   6.47 / 6.48 eV
Energy relative to the best compared isomer or geometry (same formula, charge and spin)   53.4 kcal/mol
Charge   -1
Expectation value of S²   2.017
Multiplicity   3

```
11
Properties=species:S:1:pos:R:3:nbo_charge:R:1
N -1.644 -0.258 -0.764 -0.654
H 2.241 -0.514 1.001 0.172
H 2.680 0.407 -0.609 0.147
P -0.668 0.488 0.291 1.594
H -2.077 -1.325 0.614 0.460
H -1.261 2.008 -1.047 0.473
C 2.286 -0.501 -0.087 -0.553
O -0.840 2.082 -0.212 -1.025
H 2.640 -1.282 -0.629 0.130
O -2.345 -1.317 -0.283 -0.557
O -1.012 0.213 1.723 -1.188
```


7.
Here is a 2-piece molecular cluster, CH5NOP overall at a distorted geometry from the OMol25 dataset. Energies are from wB97M-V/def2-TZVPD.

Values from the calculation:
Frontier orbital gap (alpha / beta)   7.93 / 6.24 eV
Energy relative to the best compared isomer or geometry (same formula, charge and spin)   131.3 kcal/mol
Charge   +1
Multiplicity   1

```
9
Properties=species:S:1:pos:R:3:nbo_charge:R:1
H 0.944 -1.885 1.170 0.296
O 1.919 0.251 0.068 -0.102
H -0.798 -1.587 0.475 0.267
H 0.746 -2.043 -0.502 0.274
H -1.729 1.726 -1.366 -0.032
C 0.371 -1.451 0.245 -0.541
P -1.339 1.890 -0.042 0.625
N 0.778 -0.080 0.192 0.241
H -0.893 3.178 -0.240 -0.028
```


8.
Here is a 2-piece molecular cluster, CH5NOS2 overall at a distorted geometry from the OMol25 dataset. Energies are from wB97M-V/def2-TZVPD.

Values from the calculation:
Frontier orbital gap (alpha / beta)   2.56 / 7.43 eV
Energy relative to the best compared isomer or geometry (same formula, charge and spin)   29.0 kcal/mol
Charge   -1
Expectation value of S²   0.752
Multiplicity   2

```
10
Properties=species:S:1:pos:R:3:nbo_charge:R:1
S -1.541 1.564 1.131 -0.496
C 1.343 -1.249 -2.103 0.506
H -1.429 -0.843 2.572 0.056
N 2.536 -1.577 -2.588 -0.817
O 0.342 -0.918 -2.712 -0.605
H 3.247 -1.875 -1.959 0.386
H -0.933 1.551 -0.106 0.099
H 1.207 -1.361 -1.006 0.128
S -0.554 0.292 2.394 -0.645
H 2.874 -1.302 -3.471 0.389
```


Which value of energy relative to the best compared isomer or geometry (same formula, charge and spin) does entry 8 give? 29.0 kcal/mol